Record 1
Computed, not measured: a single C5H9N molecule, with wB97M-V/def2-TZVPD.

Each line ends with the Mulliken charge.
CARTESIAN COORDINATES (ANGSTROEM)
C -2.09132 -0.33176 0.19391  -1.24
C -0.75752 0.29686 -0.20378  -0.34
C 0.41424 -0.22374 0.62876  -0.58
C 1.76679 0.34284 0.16672  -0.48
C 2.03123 0.03624 -1.24599  0.25
N 2.20785 -0.21049 -2.36319  -0.43
H -2.30301 -0.18642 1.26134  0.31
H -2.91652 0.10729 -0.37816  0.36
H -2.08407 -1.41140 -0.00143  0.31
H -0.81087 1.39088 -0.10469  0.27
H -0.56172 0.09415 -1.26625  0.34
H 0.27458 0.04665 1.68370  0.33
H 0.44930 -1.32049 0.58104  0.31
H 2.58928 -0.06430 0.76519  0.31
H 1.79177 1.43369 0.28282  0.27

Properties
relative energy (zero: lowest compared OMol25 entry of this formula, charge and spin) = 1.7 kcal/mol
molar mass = 83.13 g mol⁻¹
E_tot = -6820.922 eV
HOMO energy = -11.45 eV
largest force on an atom = 1.207 eV Å⁻¹
lowest unoccupied orbital energy = 0.913 eV
structure (SMILES) = CCCCC#N


Record 2
Computed, not measured: 6 unconnected molecules or ions with the total composition C12H38N2O8, with wB97M-V/def2-TZVPD.

Each line ends with the Mulliken charge.
CARTESIAN COORDINATES (ANGSTROEM)
O -2.39550 -1.02122 -3.43442  -0.61
H -1.76376 -0.38554 -2.96717  0.33
H -2.83229 -0.39959 -3.99890  0.27
O -0.65147 -3.64427 -2.97261  -0.68
H -0.76745 -3.04452 -2.22437  0.24
H -1.38434 -3.38850 -3.55710  0.33
O 1.13644 -1.28653 -3.68201  -0.63
H 0.51466 -0.62916 -3.27187  0.28
H 0.60553 -2.06452 -3.87361  0.33
O -0.41227 0.20700 -1.63148  -0.50
H 0.45477 0.73064 -1.41273  0.15
H -0.46199 -0.52985 -0.98886  0.39
C 1.61902 0.54148 4.84754  -0.68
O 1.05615 1.52244 3.93508  -0.41
C 1.46607 1.29668 2.62616  -0.40
C 0.57418 2.12200 1.69919  -0.37
N -0.69661 1.48111 1.81554  -0.05
C -1.66672 2.04636 0.88055  -0.55
C -3.00243 1.46530 1.02840  -0.35
O -3.54078 1.80695 2.29190  -0.32
C -4.82347 1.28082 2.36974  -0.72
H 2.77296 0.52195 4.76956  0.26
H 1.12356 -0.39934 4.62100  0.28
H 1.35781 0.84635 5.86658  0.27
H 1.21058 0.29632 2.42265  -0.02
H 2.55987 1.43667 2.42882  0.45
H 0.98217 2.07016 0.68661  0.23
H 0.53833 3.17039 2.01690  0.40
H -0.94495 1.61234 2.80511  0.25
H -1.31727 1.74796 -0.11554  0.25
H -1.68677 3.15250 0.86134  0.38
H -2.74706 0.39484 0.88090  -0.04
H -3.64773 1.81870 0.19653  0.41
H -5.22010 1.39884 3.35626  0.28
H -4.80423 0.17770 2.22833  0.27
H -5.50232 1.76010 1.62992  0.28
C 1.78402 2.08329 -2.97956  -0.72
O 2.08487 1.68921 -1.63875  -0.28
C 3.27476 1.12019 -1.32359  -0.62
C 3.15923 -0.39986 -1.41092  -0.84
N 2.03134 -0.87560 -0.52398  0.19
C 1.70900 -2.24192 -0.60633  -0.95
C 0.47784 -2.64105 0.27740  -0.79
O -0.64355 -2.19494 -0.44113  0.08
C -1.84176 -2.56242 0.29644  -0.92
H 1.82001 1.17070 -3.65770  0.30
H 2.40408 2.91192 -3.36299  0.29
H 0.72840 2.51910 -2.87230  0.21
H 3.44277 1.40465 -0.30063  0.25
H 4.15247 1.36729 -1.97805  0.42
H 4.09348 -0.82482 -0.95914  0.40
H 2.93785 -0.77918 -2.36132  0.49
H 2.19708 -0.63982 0.46948  -0.05
H 2.58878 -2.85655 -0.23408  0.39
H 1.38658 -2.55410 -1.60408  0.32
H 0.49336 -2.16403 1.22316  0.47
H 0.38063 -3.72673 0.37454  0.51
H -2.64620 -2.43122 -0.38948  0.32
H -2.01689 -1.90787 1.12069  0.23
H -1.70077 -3.57881 0.74836  0.29

Properties
relative energy (zero: lowest compared OMol25 entry of this formula, charge and spin) = 9.2 kcal/mol
molar mass = 338.44 g mol⁻¹
E_tot = -32417.619 eV
HOMO energy = -8.66 eV
largest force on an atom = 3.844 eV Å⁻¹
lowest unoccupied orbital energy = 0.682 eV
structure (SMILES) = COCCNCCOC.COCCNCCOC.O.O.O.O


Record 3
Computed, not measured: a single C3H10N2S molecule, with wB97M-V/def2-TZVPD.

Each line ends with the Mulliken charge.
CARTESIAN COORDINATES (ANGSTROEM)
N 0.15177 -1.39249 -0.16799  -0.52
C 0.22086 -0.00006 0.22165  0.33
C 1.35564 0.74844 -0.49713  -0.86
S 2.99091 0.31142 0.15553  -0.24
C -1.10786 0.70072 -0.01291  -0.81
N -2.15166 0.14653 0.84060  -0.61
H -0.68927 -1.66907 -0.63453  0.22
H 3.01051 -0.90623 -0.37053  0.12
H 0.59212 -2.04919 0.45155  0.19
H 0.42813 0.05987 1.29721  0.28
H 1.22259 1.81063 -0.31124  0.34
H 1.33490 0.48867 -1.55096  0.35
H -0.96688 1.74218 0.25316  0.34
H -1.33103 0.67095 -1.08431  0.38
H -1.99607 -0.83558 1.01794  0.27
H -3.06466 0.17322 0.39195  0.23

Properties
relative energy (zero: lowest compared OMol25 entry of this formula, charge and spin) = 4.6 kcal/mol
molar mass = 106.19 g mol⁻¹
E_tot = -17088.406 eV
HOMO energy = -8.89 eV
largest force on an atom = 0.792 eV Å⁻¹
lowest unoccupied orbital energy = 0.999 eV
structure (SMILES) = NC[C@@H](N)CS


Record 4
Computed, not measured: a molecular structure, C35H37N4O3OsPS2, with wB97M-V/def2-TZVPD.

Each line ends with the Mulliken charge.
CARTESIAN COORDINATES (ANGSTROEM)
Os 0.16616 -0.70992 0.31867  3.30
C 0.46696 -2.53500 -0.33755  -1.57
C 0.64859 -3.68496 -0.66120  0.43
C 0.95251 -5.06346 -0.96057  0.20
C 0.67925 -5.61285 -2.21321  -0.47
C 1.00688 -6.93376 -2.48522  -0.52
C 1.60152 -7.72298 -1.51135  -0.45
C 1.87674 -7.18341 -0.26072  -0.55
C 1.55465 -5.86373 0.01629  -0.40
H 0.21620 -4.99336 -2.97080  0.46
H 0.79926 -7.34766 -3.46416  0.39
H 1.85163 -8.75498 -1.72427  0.38
H 2.34686 -7.79303 0.50137  0.38
H 1.76502 -5.42826 0.98487  0.45
S -1.82893 0.08712 -3.21331  -0.53
P -1.49033 1.69582 -2.14141  1.20
S -0.86192 1.43652 -0.18967  -0.46
C -2.97017 2.73362 -1.96474  0.40
C -4.18345 2.33216 -2.50439  -0.38
C -5.30145 3.15145 -2.37770  -0.65
C -5.20434 4.36108 -1.70862  -0.39
C -3.98727 4.76497 -1.16791  -0.71
C -2.87162 3.95498 -1.29546  -0.47
C -0.32308 2.82580 -2.95419  0.32
C 0.95040 3.06706 -2.45890  -0.20
C 1.81659 3.90525 -3.15473  -0.71
C 1.40484 4.50738 -4.33203  -0.52
C 0.13024 4.26154 -4.83425  -0.62
C -0.72981 3.41705 -4.15325  -0.66
H -4.24447 1.38589 -3.02664  0.36
H -6.24689 2.83824 -2.80162  0.40
H -6.07967 4.98955 -1.59971  0.38
H -3.91200 5.71061 -0.64532  0.39
H -1.91958 4.26406 -0.87675  0.36
H 1.26589 2.59661 -1.53698  0.36
H 2.81520 4.07732 -2.77335  0.44
H 2.07557 5.16770 -4.86793  0.38
H -0.18886 4.72397 -5.75980  0.40
H -1.71572 3.20442 -4.55055  0.41
N -2.25554 -2.61699 -0.07005  -0.86
N -1.80131 -1.29126 -0.21308  -0.18
H -2.18844 -2.86050 0.90969  0.32
H -1.62607 -3.21620 -0.59165  0.27
H -2.33842 -0.71231 0.43658  0.32
H -1.95277 -0.97914 -1.18077  -0.13
C 4.17932 0.42044 -2.14412  -0.72
C 2.98611 0.37417 -2.85415  -0.70
C 1.80774 -0.00810 -2.22704  0.07
C 1.79492 -0.36577 -0.87932  0.02
C 3.01457 -0.36728 -0.18712  -0.15
C 4.18893 0.04855 -0.80818  -0.78
H 5.09424 0.73211 -2.63369  0.39
H 2.96822 0.64589 -3.90372  0.50
H 0.89053 -0.02971 -2.80175  0.45
H 3.05346 -0.71438 0.83690  0.41
H 5.11427 0.06789 -0.24333  0.44
C -2.95881 -1.23494 5.19221  -1.16
N -1.79746 -1.37253 4.31447  0.03
C -0.61136 -1.84475 4.82032  -0.18
C 0.49831 -1.99692 4.06754  -1.14
C 0.36832 -1.62945 2.69207  0.65
O 1.25591 -1.65124 1.77491  -1.11
N -0.77876 -1.18480 2.23748  -0.22
C -1.91054 -1.01253 2.96427  0.28
O -2.96115 -0.60084 2.49632  -0.74
H -3.22811 -2.20111 5.61630  0.36
H -3.78284 -0.86090 4.59691  0.35
H -2.74134 -0.53386 5.99662  0.36
H -0.63200 -2.09158 5.87334  0.52
H 1.43072 -2.37154 4.46155  0.53
C 1.51682 2.95735 3.67706  -0.72
C 2.11071 1.69917 4.32627  -0.63
C 2.39227 0.83687 3.11337  -0.63
O 1.23118 1.02454 2.29220  0.23
C 0.92128 2.43215 2.35614  -0.45
H 2.30141 3.68408 3.46889  0.34
H 0.76436 3.43662 4.29985  0.31
H 1.36400 1.20776 4.95360  0.23
H 2.99954 1.90269 4.92207  0.37
H 2.49850 -0.22233 3.32154  0.28
H 3.28243 1.19277 2.58136  0.37
H -0.15817 2.53750 2.29941  0.44
H 1.36361 2.93764 1.49576  0.13

Properties
relative energy (zero: lowest compared OMol25 entry of this formula, charge and spin) = 67.0 kcal/mol
molar mass = 847.04 g mol⁻¹
E_tot = -82423.977 eV
HOMO energy (spin up / spin down) = -7.55 / -7.55 eV
largest force on an atom = 1.255 eV Å⁻¹
lowest unoccupied orbital energy (spin up / spin down) = -0.486 / -0.487 eV


Record 5
Computed, not measured: 10 unconnected molecules or ions with the total composition C7H34N14O10, with wB97M-V/def2-TZVPD.

Each line ends with the Mulliken charge.
CARTESIAN COORDINATES (ANGSTROEM)
O 2.68328 -4.00553 -0.15180  -0.63
H 1.85634 -3.73783 0.24911  0.50
H 2.71312 -3.52899 -0.98142  0.24
O -0.59283 -3.60199 -3.06136  -0.62
H 0.01792 -3.14524 -2.48292  0.31
H -0.09252 -3.76002 -3.86196  0.30
O 0.90412 -4.60580 2.46429  -0.58
H 0.44951 -3.87291 2.04904  0.29
H 0.30569 -4.90179 3.15022  0.29
C 2.11540 3.08677 -2.30483  0.50
O 1.74990 2.28415 -1.45489  -0.68
N 1.98345 2.77273 -3.55035  -0.37
N 2.53776 4.32491 -2.19746  -0.45
H 1.63818 1.83277 -3.68208  0.23
H 2.12320 3.39485 -4.33364  0.19
H 2.77961 4.97725 -2.92962  0.17
H 2.80903 4.51450 -1.24322  0.25
C -3.43893 1.36089 3.06900  0.57
O -4.44232 2.00908 2.85394  -0.69
N -2.31750 1.72105 2.58761  -0.25
N -3.35488 0.26498 3.77999  -0.42
H -2.41783 2.66308 2.23744  0.13
H -1.47629 1.53320 3.11408  0.21
H -4.21871 -0.17837 4.05810  0.25
H -2.56132 -0.35631 3.71395  0.20
C 0.00976 -1.25605 0.18446  0.30
O 0.46724 -2.37559 0.24315  -0.68
N -1.23765 -0.81889 0.45896  0.09
N 0.70557 -0.25228 -0.25225  0.42
H -1.52025 0.14617 0.36458  0.18
H -1.91500 -1.49689 0.77772  0.09
H 1.71105 -0.33309 -0.20157  0.05
H 0.19001 0.53706 0.11000  -0.05
C 1.31510 3.03288 1.70045  0.33
O 1.09376 3.41006 2.79554  -0.70
N 1.85959 1.93491 1.34744  -0.06
N 0.79223 3.56330 0.65727  -0.08
H 1.99643 1.80184 0.35564  0.09
H 2.26440 1.30975 2.02964  0.21
H 0.01208 4.20368 0.69452  0.16
H 1.03634 3.13851 -0.22593  0.14
C -3.46978 -5.26434 1.31447  0.67
O -3.94068 -6.14379 0.61803  -0.70
N -2.64946 -5.49662 2.26111  -0.29
N -3.70894 -4.02883 1.04788  -0.32
H -2.57282 -6.39972 2.70681  0.21
H -2.26259 -4.67767 2.70807  0.11
H -3.47193 -3.28184 1.68501  0.10
H -4.48197 -3.72258 0.47453  0.21
C 4.00238 -0.41799 -1.00277  0.17
O 4.17418 -1.54903 -0.66424  -0.52
N 3.43187 -0.17798 -2.16633  -0.48
N 4.28128 0.67441 -0.41217  -0.35
H 3.00336 0.73282 -2.24956  0.20
H 2.93071 -0.99198 -2.49242  0.24
H 4.14505 0.65335 0.58837  0.27
H 4.07478 1.51189 -0.93761  0.26
C -1.82389 2.24872 -1.49491  0.59
O -1.95557 1.67146 -0.42313  -0.66
N -1.33256 1.89881 -2.63099  -0.33
N -2.10247 3.57470 -1.64113  -0.49
H -0.90672 0.98462 -2.68587  0.23
H -1.48959 2.55222 -3.38498  0.16
H -2.00273 4.01039 -2.54684  0.11
H -2.40594 4.04819 -0.80219  0.22

Properties
relative energy (zero: lowest compared OMol25 entry of this formula, charge and spin) = 150.0 kcal/mol
molar mass = 474.44 g mol⁻¹
E_tot = -49149.459 eV
HOMO energy = -9.34 eV
largest force on an atom = 6.699 eV Å⁻¹
lowest unoccupied orbital energy = -0.813 eV
structure (SMILES) = NC(N)=O.NC(N)=O.NC(N)=O.NC(N)=O.NC(N)=O.NC(N)=O.NC(N)=O.O.O.O


Record 6
Computed, not measured: a molecular structure, C39H48BiN4OP2Si2, with wB97M-V/def2-TZVPD.

Each line ends with the Mulliken charge.
CARTESIAN COORDINATES (ANGSTROEM)
Bi 0.41946 -0.00844 0.06495  1.06
C 3.04212 1.45080 2.24393  -0.99
Si 2.07529 2.80187 1.39510  0.00
C 3.02175 3.43314 -0.07077  -0.64
C 1.70854 4.20094 2.56192  -0.98
N 0.56686 2.01088 0.90902  0.35
P -0.78259 2.62042 0.16804  2.35
C -1.45169 1.24495 -0.66985  -1.64
P -2.39666 0.04931 0.15469  1.68
N -1.38511 -0.61918 1.26330  -0.26
Si -1.54087 -1.25767 2.88536  0.25
C 0.17247 -1.08150 3.59847  -0.95
C -2.06373 -3.04468 2.82841  -1.02
C -2.76477 -0.31050 3.92195  -0.89
C -2.66085 -1.22302 -1.12319  0.01
C -2.02140 -2.45422 -1.04577  0.11
C -2.14179 -3.37590 -2.08443  -0.59
C -2.90792 -3.06623 -3.19423  -0.57
C -3.56272 -1.83829 -3.27098  -0.79
C -3.43729 -0.91945 -2.24469  -0.60
C -4.04834 0.29643 0.83096  0.26
C -4.81604 -0.85081 1.05172  -0.62
C -6.05730 -0.74811 1.65837  -0.73
C -6.54681 0.49761 2.03231  -0.62
C -5.79720 1.64039 1.79729  -0.67
C -4.54842 1.54085 1.20067  -0.10
C -0.27900 3.87429 -1.03701  0.38
C 0.02588 3.45227 -2.33216  -0.76
C 0.56641 4.34162 -3.24654  -0.83
C 0.80001 5.66179 -2.88172  -0.58
C 0.49240 6.09268 -1.59955  -0.79
C -0.04140 5.20175 -0.67854  -0.33
C -1.78098 3.49768 1.37847  -0.05
C -1.67120 3.15637 2.72459  -0.58
C -2.49472 3.76210 3.66328  -0.96
C -3.42385 4.71180 3.26164  -0.70
C -3.53574 5.05964 1.92007  -0.71
C -2.71843 4.45442 0.97940  -0.24
H 4.07221 1.76812 2.42999  0.40
H 3.09133 0.54737 1.62312  0.17
H 2.59784 1.17726 3.20434  0.31
H 4.03482 3.72562 0.22292  0.44
H 2.53796 4.30864 -0.51252  0.23
H 3.09518 2.65783 -0.83844  0.10
H 2.63168 4.72467 2.82719  0.46
H 1.23786 3.85431 3.48524  0.28
H 1.04083 4.93085 2.09512  0.21
H 0.93049 -1.59912 2.99941  0.28
H 0.22560 -1.48596 4.61278  0.46
H 0.44940 -0.02262 3.64758  0.02
H -1.49789 -3.61372 2.08641  0.14
H -3.12361 -3.11402 2.56655  0.31
H -1.93482 -3.53099 3.80048  0.45
H -2.77293 0.75120 3.66776  0.08
H -2.51622 -0.40241 4.98367  0.47
H -3.77974 -0.69175 3.78279  0.27
H -1.45184 -2.70547 -0.15765  -0.10
H -1.64703 -4.33656 -2.01304  0.45
H -3.00626 -3.78180 -4.00080  0.42
H -4.16666 -1.60155 -4.13746  0.43
H -3.93338 0.04218 -2.31296  0.43
H -4.44355 -1.82097 0.74406  0.47
H -6.64955 -1.63759 1.82950  0.42
H -7.52065 0.57627 2.49868  0.41
H -6.18364 2.61186 2.07858  0.48
H -3.96890 2.43236 1.02476  0.51
H -0.18729 2.43027 -2.62136  0.37
H 0.79807 4.00758 -4.24958  0.45
H 1.21688 6.35649 -3.59994  0.41
H 0.67023 7.12120 -1.31408  0.43
H -0.25921 5.54648 0.32428  0.31
H -0.94089 2.41406 3.02548  0.89
H -2.41054 3.49358 4.70869  0.48
H -4.06037 5.18863 3.99629  0.42
H -4.26056 5.80107 1.60899  0.46
H -2.81798 4.71340 -0.06782  0.52
C 5.05228 -0.20643 -0.89752  -1.34
C 3.71623 -0.59404 -1.47577  0.75
O 2.75489 0.17462 -1.45862  -0.62
N 3.65351 -1.82011 -2.03349  -0.10
C 2.44261 -2.39493 -2.58762  -0.75
C 1.87165 -3.48301 -1.70395  0.79
C 1.64103 -4.75946 -2.19809  -0.81
C 1.12486 -5.72502 -1.34723  -0.56
C 0.86466 -5.38450 -0.03147  -0.64
C 1.12881 -4.08498 0.37319  -0.26
N 1.61483 -3.14602 -0.43806  0.01
H 4.96616 0.76713 -0.42452  0.19
H 5.80316 -0.15423 -1.68701  0.45
H 5.38089 -0.94186 -0.16145  0.39
H 4.47523 -2.40003 -1.98927  0.23
H 2.64744 -2.79506 -3.57993  0.38
H 1.72591 -1.58246 -2.69905  0.17
H 1.86210 -4.99139 -3.23273  0.41
H 0.93625 -6.72878 -1.70627  0.42
H 0.47226 -6.10798 0.67018  0.46
H 0.94018 -3.78033 1.39696  0.40

Properties
molar mass = 915.94 g mol⁻¹
total charge = +1
E_tot = -89402.581 eV
HOMO energy = -10.42 eV
largest force on an atom = 0.673 eV Å⁻¹
lowest unoccupied orbital energy = -2.706 eV